(1)
Below is 27 unconnected molecules or ions with the total composition C55H173N9O28 at a distorted geometry, with properties calculated with ωB97M-V/def2-TZVPD.

Its spin multiplicity is 1. Its highest occupied orbital energy is -8.552 eV. As for the net charge: 0.

XYZ file:
```
265
Properties=species:S:1:pos:R:3:forces:R:3:lowdin_charge:R:1
C 0.515 2.406 -4.901 -0.657 -0.217 0.027 -0.1309
O 0.815 1.023 -4.912 2.230 0.412 -0.168 -0.1659
H 1.319 3.017 -5.312 0.191 -0.274 0.204 0.0880
H -0.368 2.591 -5.514 -0.077 0.122 0.046 0.0537
H 0.278 2.668 -3.870 0.022 0.652 -0.019 0.0715
H -0.023 0.556 -4.896 -1.363 -0.465 0.203 -0.0007
C 2.426 -5.978 4.420 -0.015 -0.212 0.354 -0.1401
O 3.210 -6.876 3.607 -0.653 0.716 0.529 -0.1376
H 1.687 -6.479 5.045 -0.104 -0.492 -0.184 0.0774
H 3.036 -5.430 5.139 0.265 0.205 -0.204 0.0725
H 1.868 -5.272 3.806 0.286 -0.085 -0.305 0.0678
H 3.848 -7.306 4.182 0.019 -0.105 0.001 0.0895
C 3.105 4.490 -3.083 -0.029 -1.222 0.121 -0.1357
O 3.882 3.727 -2.192 1.460 0.338 0.891 -0.1421
H 3.666 4.845 -3.948 0.277 0.142 0.037 0.0787
H 2.399 3.744 -3.449 -0.847 0.926 -0.240 0.0500
H 2.715 5.332 -2.512 -0.509 -0.028 -0.414 0.0598
H 3.639 2.800 -2.229 -0.365 -0.091 -0.352 0.0249
C -5.598 4.200 -1.720 -0.073 0.840 0.406 -0.1618
O -4.800 3.255 -2.350 1.161 0.307 -0.501 -0.1547
H -5.606 4.046 -0.641 -0.448 -0.272 0.216 0.0710
H -5.173 5.198 -1.822 0.045 0.046 -0.401 0.0723
H -6.597 4.194 -2.156 -0.203 0.156 0.276 0.0867
H -5.364 2.490 -2.488 -0.331 -1.187 0.080 0.0142
C 1.475 6.932 -0.362 -0.044 -0.175 0.698 -0.1349
O 1.058 7.549 -1.551 0.050 0.595 -0.211 -0.1273
H 2.389 6.369 -0.548 -0.027 -0.220 0.417 0.0784
H 1.608 7.665 0.434 0.311 0.083 0.045 0.0864
H 0.659 6.302 -0.007 0.155 -0.332 -0.216 0.0819
H 1.670 8.269 -1.718 -0.115 0.065 -0.339 0.1033
C 0.201 -2.510 3.995 -0.816 -0.959 -0.568 -0.1524
O -0.273 -3.388 2.941 0.417 0.246 1.762 -0.1605
H -0.119 -2.999 4.915 0.451 -0.010 0.197 0.0767
H 1.279 -2.351 3.956 0.127 -0.167 0.087 0.0543
H -0.273 -1.529 4.026 -0.186 0.174 -0.437 0.0573
H -0.392 -2.881 2.135 0.146 0.511 -0.915 -0.0130
C 0.827 -3.490 -3.534 0.412 0.786 -0.423 -0.1657
O 0.339 -3.635 -2.240 0.235 0.641 0.409 -0.1437
H 0.069 -3.643 -4.302 -0.188 -0.268 -0.087 0.0743
H 1.153 -2.456 -3.653 0.165 0.062 -0.045 0.0531
H 1.681 -4.142 -3.717 0.151 -0.128 -0.170 0.0827
H -0.087 -4.496 -2.243 -0.681 -0.516 0.536 -0.0010
C -3.018 3.775 -5.435 -0.164 1.300 -0.672 -0.1658
O -3.000 2.802 -4.449 0.756 -0.983 -0.152 -0.1335
H -2.235 3.703 -6.189 0.325 -0.727 0.283 0.0640
H -3.941 3.764 -6.016 -0.327 0.127 0.086 0.0823
H -2.840 4.767 -5.021 -0.294 0.215 0.118 0.0760
H -3.581 3.046 -3.725 -0.387 0.297 0.400 0.0339
C -3.861 -3.317 2.842 0.128 -0.086 -0.499 -0.1335
O -4.808 -3.031 1.813 -0.012 -0.211 0.006 -0.1370
H -3.422 -4.265 2.531 0.075 -0.070 0.545 0.0651
H -3.036 -2.612 2.933 0.006 0.246 -0.377 0.0654
H -4.310 -3.366 3.834 -0.271 -0.278 -0.037 0.0763
H -4.896 -2.090 1.643 0.116 0.422 0.264 0.0172
C -2.537 -1.803 -2.332 -0.678 -0.023 1.068 -0.1421
O -3.540 -1.206 -3.099 -0.017 0.681 -1.738 -0.1405
H -2.753 -1.353 -1.363 0.931 -0.636 0.800 0.0671
H -2.666 -2.885 -2.342 0.283 -0.168 0.291 0.0873
H -1.520 -1.555 -2.634 -0.152 0.137 -0.269 0.0701
H -4.348 -1.218 -2.580 -0.246 -0.286 -0.128 0.0268
C -3.882 6.086 1.185 0.497 -0.272 0.606 -0.1756
O -4.690 7.182 1.475 -0.540 1.260 0.024 -0.1109
H -3.911 5.383 2.018 -0.152 -0.549 -0.163 0.0718
H -4.115 5.621 0.227 0.118 -0.115 0.035 0.0519
H -2.861 6.467 1.197 0.053 -0.016 -0.391 0.0793
H -5.629 6.983 1.465 0.107 -0.333 -0.036 0.0798
C 3.191 0.011 -2.720 0.834 -0.742 -0.500 -0.1353
O 2.560 1.268 -2.755 0.301 -0.244 0.951 -0.1275
H 3.716 -0.256 -1.802 -0.334 0.558 0.458 0.0491
H 2.491 -0.800 -2.924 -0.161 -0.050 0.025 0.0664
H 3.966 -0.038 -3.485 0.080 -0.071 -0.302 0.0870
H 1.819 1.091 -3.340 -0.641 0.464 -0.764 0.0274
C -1.908 5.897 -2.250 0.970 -0.023 1.039 -0.1564
O -0.807 6.362 -3.012 -1.316 -0.468 -1.248 -0.1224
H -1.597 4.999 -1.717 -0.200 -0.352 0.163 0.0640
H -2.185 6.622 -1.484 -0.165 0.236 0.080 0.0700
H -2.819 5.641 -2.790 0.391 0.232 -0.667 0.0602
H -0.066 6.610 -2.454 -0.011 0.244 0.296 0.0057
C 2.734 -1.817 -6.149 -0.176 0.382 0.059 -0.1543
O 3.963 -1.211 -6.585 -0.245 -0.850 0.514 -0.1130
H 2.057 -1.989 -6.986 -0.087 0.113 -0.086 0.0677
H 2.856 -2.779 -5.653 0.877 -0.092 -0.331 0.0722
H 2.232 -1.230 -5.380 -0.099 0.486 -0.222 0.0415
H 3.774 -0.378 -7.023 -0.265 -0.001 0.080 0.0733
C -6.701 -3.004 -1.617 -1.021 -0.302 -0.091 -0.1207
O -5.690 -2.023 -1.588 0.207 -0.177 -0.151 -0.1402
H -6.356 -3.986 -1.295 0.131 0.084 0.161 0.0702
H -7.522 -2.664 -0.985 -0.149 -0.257 0.250 0.0821
H -7.138 -3.144 -2.605 0.411 0.333 -0.233 0.0856
H -5.278 -2.144 -0.730 0.298 0.361 0.339 0.0626
C -3.890 -5.726 -0.114 -0.797 2.918 1.272 -0.1870
O -3.381 -6.534 -1.060 1.066 -2.641 -1.638 -0.1025
H -3.737 -6.014 0.926 -0.124 -0.437 0.019 0.0864
H -3.361 -4.780 -0.228 -0.169 0.270 0.178 0.0875
H -4.938 -5.546 -0.350 -0.263 0.203 0.585 0.0775
H -3.853 -7.367 -0.985 0.261 -0.310 -0.383 0.1097
C -0.377 -6.963 -2.968 -0.545 0.943 -0.204 -0.0894
O -1.056 -5.816 -2.376 0.879 -1.040 -0.735 -0.1472
H 0.690 -6.742 -2.982 0.016 -0.262 0.500 0.0824
H -0.647 -7.888 -2.457 0.347 0.076 0.162 0.0843
H -0.646 -7.066 -4.019 -0.315 0.014 -0.085 0.0753
H -1.886 -6.106 -1.991 -0.432 -0.137 0.256 0.0357
C 6.184 -1.870 -1.131 0.712 0.336 0.895 -0.0408
C 6.852 -0.512 -1.569 -1.527 -0.432 1.512 -0.4140
C 7.585 0.240 -0.366 -1.416 -1.311 0.191 -0.0887
O 6.632 0.524 0.752 2.151 -1.102 -1.582 -0.2548
C 5.519 1.323 0.455 0.575 0.631 0.057 -0.0970
N 7.682 -0.818 -2.689 1.486 0.478 -0.668 0.0260
H 6.266 -2.635 -1.902 -0.223 0.286 -0.259 0.0715
H 5.162 -1.801 -0.757 -0.204 0.312 -0.371 0.0491
H 6.697 -2.311 -0.277 0.392 0.080 0.103 0.0720
H 6.023 0.122 -1.884 -0.145 0.426 0.139 0.0950
H 8.172 1.109 -0.662 -0.615 0.533 -0.230 0.1145
H 8.343 -0.418 0.058 -0.259 -0.275 0.181 0.1160
H 5.794 1.987 -0.365 -0.610 0.093 -0.241 0.0957
H 5.381 1.945 1.340 -0.403 0.085 0.006 0.0855
H 4.633 0.712 0.280 -0.138 0.131 -0.303 0.0737
H 8.095 0.029 -3.051 0.413 0.284 0.104 0.0721
H 7.146 -1.126 -3.488 -0.385 -0.429 0.166 0.0756
C -3.546 6.240 5.268 -0.408 -1.210 0.453 -0.0579
C -2.361 5.657 6.067 -0.873 0.583 -1.223 -0.4351
C -1.389 4.847 5.192 0.633 0.308 -0.606 -0.2123
O -1.854 3.573 4.839 -0.641 -1.078 1.108 -0.1872
C -0.860 2.635 4.424 -0.937 0.377 -0.871 -0.0882
N -1.789 6.779 6.749 1.327 -0.133 0.998 0.0275
H -4.080 6.972 5.875 -0.002 -0.206 0.188 0.0739
H -4.181 5.367 5.118 -0.493 0.293 -0.556 0.0719
H -3.347 6.741 4.320 0.499 -0.284 -0.070 0.0687
H -2.750 5.004 6.848 -0.133 -0.184 -0.067 0.1384
H -0.389 4.750 5.613 0.096 0.097 0.694 0.1118
H -1.212 5.394 4.266 -0.008 0.467 -0.335 0.1167
H -1.334 1.660 4.313 -0.325 0.060 0.027 0.0797
H -0.006 2.447 5.075 0.104 0.707 0.183 0.0666
H -0.606 2.971 3.418 0.832 -0.303 -0.120 0.0758
H -1.379 7.483 6.152 -0.098 0.001 -0.429 0.0787
H -1.017 6.384 7.267 0.401 0.452 0.497 0.0683
C -6.753 0.381 -4.513 -1.327 -0.074 0.264 -0.0239
C -7.515 0.935 -3.226 0.686 -0.920 -0.028 -0.3305
C -8.725 0.099 -2.776 -0.962 -1.078 0.100 -0.1931
O -9.407 0.582 -1.614 0.269 0.769 0.370 -0.1987
C -10.613 -0.105 -1.304 0.016 0.328 0.189 -0.1104
N -6.494 1.052 -2.156 -0.295 0.420 0.005 0.0530
H -5.827 0.897 -4.766 0.024 0.139 0.617 0.0696
H -7.344 0.445 -5.427 -0.446 0.330 0.122 0.0691
H -6.560 -0.691 -4.466 0.270 -0.042 0.545 0.0702
H -7.948 1.911 -3.446 0.410 0.292 0.035 0.1332
H -8.514 -0.931 -2.488 0.810 -0.324 -0.505 0.1032
H -9.469 0.031 -3.569 0.028 0.128 -0.483 0.1235
H -10.988 0.209 -0.330 0.335 0.486 -0.003 0.0858
H -10.517 -1.184 -1.176 0.397 -0.264 -0.499 0.0826
H -11.401 0.129 -2.020 0.020 -0.160 -0.299 0.0868
H -6.107 0.153 -1.905 0.204 -0.553 -0.562 0.0533
H -6.914 1.302 -1.272 -0.553 0.525 0.081 0.0831
C 2.001 -1.251 0.913 0.243 0.129 -0.589 -0.0364
C 0.565 -0.781 0.742 1.097 1.390 -0.197 -0.4239
C 0.373 0.196 -0.438 1.069 0.655 1.651 -0.1751
O -0.801 0.992 -0.199 0.790 -0.698 -0.272 -0.1915
C -1.027 1.933 -1.238 -0.689 -0.964 -0.318 -0.0839
N -0.258 -1.922 0.586 -1.372 -0.732 0.000 0.0717
H 2.409 -1.591 -0.039 -0.021 -0.129 -0.263 0.0632
H 2.028 -2.116 1.575 0.074 0.150 0.230 0.0759
H 2.666 -0.454 1.247 -0.058 -0.029 0.263 0.0630
H 0.320 -0.229 1.649 -0.377 0.035 0.152 0.1325
H 0.465 -0.360 -1.371 -0.847 -0.037 -0.428 0.1216
H 1.250 0.843 -0.441 0.088 0.458 -0.099 0.1052
H -0.212 2.636 -1.411 0.120 0.115 0.315 0.0844
H -1.981 2.416 -1.022 0.200 0.328 0.081 0.0800
H -1.187 1.357 -2.149 0.056 0.164 -0.469 0.0803
H -1.142 -1.560 0.259 -0.576 -0.278 0.009 0.0741
H 0.101 -2.446 -0.199 0.084 -0.518 -0.308 0.0737
C -1.558 0.694 -7.228 0.637 -1.491 -0.941 -0.0435
C -2.008 -0.303 -6.178 -0.500 -0.362 -1.989 -0.4149
C -1.394 -1.714 -6.446 0.667 0.154 -0.653 -0.1470
O -1.861 -2.245 -7.690 -1.414 1.044 -0.110 -0.1903
C -1.317 -3.433 -8.186 1.082 -0.377 1.693 -0.1110
N -1.710 0.209 -4.895 0.002 -0.826 1.325 0.0702
H -1.899 0.186 -8.130 -0.047 0.678 -0.539 0.0796
H -0.470 0.655 -7.289 0.171 0.583 0.083 0.0812
H -1.959 1.704 -7.142 0.004 -0.228 0.124 0.0679
H -3.073 -0.347 -6.407 -0.522 -0.604 0.569 0.1387
H -1.490 -2.427 -5.627 -0.828 -0.101 0.252 0.1106
H -0.310 -1.620 -6.508 0.464 0.387 -0.142 0.1042
H -1.294 -4.165 -7.378 -0.096 -0.403 0.237 0.0768
H -0.262 -3.277 -8.411 0.170 -0.030 -0.589 0.0816
H -1.858 -3.922 -8.996 -0.201 0.817 -0.131 0.0902
H -2.143 -0.416 -4.230 0.032 -0.047 0.343 0.0434
H -2.256 1.050 -4.771 0.079 0.623 0.092 0.0605
C 0.063 -7.354 1.328 -0.180 1.716 -0.414 -0.0475
C 1.262 -7.214 0.375 -0.097 -0.114 1.013 -0.4053
C 1.907 -5.799 0.142 -3.197 -0.232 -0.373 -0.1948
O 3.005 -5.848 -0.718 0.440 -0.634 0.325 -0.1653
C 3.631 -4.605 -0.865 -0.003 0.580 -1.121 -0.1119
N 2.276 -8.046 0.985 0.315 -0.358 -1.004 0.0407
H -0.795 -6.802 0.944 -0.186 0.146 -0.006 0.0601
H 0.331 -6.886 2.275 -0.156 -0.213 0.296 0.0670
H -0.262 -8.385 1.462 0.472 -0.019 -0.049 0.0814
H 0.871 -7.625 -0.556 0.683 0.044 -0.456 0.1102
H 2.079 -5.222 1.051 0.380 -0.338 0.452 0.1203
H 1.097 -5.277 -0.366 -0.081 0.696 -0.187 0.1012
H 2.914 -3.796 -1.003 -0.430 0.087 0.307 0.0681
H 4.139 -4.621 -1.829 0.418 -0.203 0.124 0.0908
H 4.331 -4.316 -0.081 0.022 -0.311 0.239 0.0728
H 2.372 -7.650 1.909 0.481 -0.213 0.323 0.0265
H 3.069 -7.719 0.452 1.048 -0.653 0.356 0.0584
C 3.093 0.205 4.103 0.382 0.122 -1.951 -0.0746
C 3.492 0.396 5.519 -0.372 -0.653 -0.103 -0.4381
C 2.367 -0.091 6.400 -0.698 1.111 0.758 -0.1922
O 1.295 0.880 6.333 -1.163 -0.880 0.240 -0.2170
C 0.026 0.289 6.777 1.660 -0.214 -0.221 -0.0744
N 4.688 -0.391 5.839 -0.537 0.512 0.472 0.0645
H 3.743 0.796 3.457 0.306 0.021 -0.126 0.0713
H 2.099 0.557 3.827 -0.268 -0.143 0.469 0.0752
H 3.229 -0.823 3.768 -0.218 -0.189 0.154 0.0604
H 3.655 1.469 5.617 -0.145 0.214 0.624 0.1237
H 2.699 -0.178 7.434 0.085 0.082 0.294 0.1208
H 1.997 -1.081 6.133 0.108 -0.130 -0.477 0.1170
H -0.308 -0.483 6.085 -0.079 0.141 -0.448 0.0615
H -0.749 1.045 6.900 0.346 0.065 0.058 0.0836
H 0.235 -0.273 7.687 -0.278 0.327 0.463 0.0836
H 5.080 0.106 6.626 0.391 -0.318 0.459 0.0767
H 5.376 -0.266 5.110 0.172 0.179 -0.497 0.0095
C 7.613 -1.922 4.915 -0.559 1.202 -0.410 -0.0414
C 6.961 -1.489 3.561 0.119 -0.773 0.350 -0.3797
C 5.694 -2.354 3.272 0.471 0.153 0.173 -0.1802
O 6.134 -3.664 2.920 0.496 1.625 0.401 -0.1721
C 5.160 -4.638 2.880 -0.408 -0.791 0.035 -0.1278
N 6.676 -0.049 3.535 -0.766 -0.056 0.499 0.0340
H 7.845 -2.983 5.002 0.174 0.213 -0.270 0.0787
H 6.969 -1.638 5.747 -0.539 -0.337 -0.094 0.0540
H 8.450 -1.254 5.116 0.636 -0.442 -0.292 0.0680
H 7.652 -1.603 2.727 0.222 -1.020 0.014 0.1264
H 5.053 -1.922 2.503 0.206 0.167 -0.693 0.1099
H 5.019 -2.389 4.127 0.232 -0.135 0.539 0.1035
H 4.520 -4.763 3.753 0.544 0.347 0.701 0.0547
H 5.751 -5.544 2.747 -0.630 -0.287 -0.328 0.1043
H 4.395 -4.476 2.121 0.224 -0.092 -0.725 0.0712
H 6.442 0.142 2.571 -0.279 0.156 -0.169 0.0285
H 7.533 0.476 3.634 0.310 -0.082 0.374 0.0830
C 4.623 4.473 4.282 -0.298 -0.350 -1.482 -0.0532
C 3.346 5.307 4.059 -0.011 -0.300 1.134 -0.4131
C 2.156 4.505 3.480 1.811 0.169 -1.184 -0.1719
O 2.603 4.125 2.170 -0.023 0.010 -0.393 -0.2021
C 1.670 3.366 1.420 -0.144 -0.292 0.894 -0.1002
N 2.929 5.839 5.349 -0.539 0.573 0.352 0.0199
H 4.941 4.147 3.291 0.367 -0.217 0.003 0.0657
H 4.466 3.574 4.877 -0.305 0.009 0.124 0.0625
H 5.445 5.028 4.736 -0.200 0.287 -0.008 0.0755
H 3.585 6.158 3.421 -0.120 -0.080 -0.217 0.1366
H 1.238 5.078 3.346 -0.060 0.213 0.513 0.1155
H 2.021 3.639 4.127 -0.378 -0.315 0.014 0.1145
H 0.672 3.801 1.478 -0.232 0.204 -0.071 0.0755
H 1.610 2.378 1.877 -0.186 -0.390 -0.072 0.0737
H 1.934 3.241 0.370 0.476 0.359 0.125 0.0831
H 2.732 5.073 5.977 -0.198 -0.285 0.110 0.0640
H 3.729 6.287 5.774 0.057 0.305 0.067 0.0639
C -4.205 0.699 0.637 0.781 0.008 0.582 -0.1860
C -3.705 1.365 1.944 0.036 -0.208 -1.435 -0.2360
O -4.746 1.965 2.669 -0.847 -0.278 0.184 -0.0499
O -5.144 -0.376 0.887 0.323 0.971 -0.511 -0.0775
H -3.345 0.262 0.129 0.210 -0.266 0.328 0.0943
H -4.496 1.451 -0.096 -0.987 0.016 0.100 0.1037
H -3.061 2.188 1.633 0.636 -0.263 -0.034 0.1133
H -3.150 0.580 2.457 0.023 0.242 0.521 0.1188
H -4.666 1.802 3.612 0.173 -0.028 -0.039 0.0912
H -5.994 0.049 1.021 -0.236 -0.091 0.245 0.0993
```
Positions in Å, forces in eV/Å.



(2)
Below is 5 unconnected molecules or ions with the total composition H10O5, with properties calculated with ωB97M-V/def2-TZVPD.

Its spin multiplicity is 2. Its highest occupied orbital energy (spin up / spin down) is 0.768 / -6.824 eV. As for the net charge: -1. Its expectation value of S² is 0.750.

XYZ file:
```
15
Properties=species:S:1:pos:R:3:forces:R:3:lowdin_charge:R:1
O 1.290 2.129 -1.640 0.335 -0.158 -0.339 -0.1062
O 1.880 -0.218 -0.428 0.027 -0.353 -0.133 -0.1253
O -0.559 -0.675 0.438 0.061 0.096 0.115 -0.2122
O -1.977 -3.648 1.423 -0.311 -0.113 -0.211 -0.4285
O -0.166 3.151 0.567 0.193 0.168 -0.702 -0.1038
H 1.599 1.246 -1.308 -0.367 0.389 0.230 0.0029
H 1.019 -0.598 -0.102 0.049 0.415 -0.186 0.0034
H -0.356 -0.528 1.375 -0.456 -0.248 -0.178 0.0453
H -2.134 -4.285 0.691 0.325 0.112 -0.081 -0.0855
H 0.169 3.037 -0.350 0.110 -0.350 0.648 -0.0003
H 1.981 2.439 -2.236 -0.141 -0.006 0.134 0.0322
H 2.123 -0.821 -1.135 0.150 -0.166 -0.009 0.0409
H -1.214 -1.396 0.386 0.178 -0.152 0.341 0.0107
H -2.862 -3.698 1.843 0.084 0.233 0.205 -0.0841
H -0.795 3.867 0.476 -0.238 0.135 0.165 0.0106
```
Positions in Å, forces in eV/Å.



(3)
Below is a molecular structure, C2H5NS at a distorted geometry, with properties calculated with ωB97M-V/def2-TZVPD.

Its spin multiplicity is 1. Its highest occupied orbital energy is -8.738 eV. As for the net charge: 0.

XYZ file:
```
9
Properties=species:S:1:pos:R:3:forces:R:3:lowdin_charge:R:1
C -1.304 -0.567 0.126 2.633 0.813 -1.605 -0.1139
C -0.329 -1.431 -0.184 2.990 0.481 2.198 -0.2244
N 1.700 1.014 -0.132 -2.081 -0.841 -1.185 -0.4525
S 1.819 -0.691 0.153 -2.822 -0.452 -0.128 0.5972
H -2.297 -0.797 -0.089 -1.731 -0.657 0.138 0.0201
H -1.116 0.552 0.167 0.074 -1.478 0.307 0.0614
H -0.172 -2.560 -0.196 -0.843 1.829 -0.347 0.0565
H 1.139 1.538 0.591 0.680 -0.978 -0.949 0.0293
H 1.131 0.929 -1.037 1.100 1.283 1.572 0.0263
```
Positions in Å, forces in eV/Å.



Number 1: total energy -130567.878 eV. Number 2: total energy -10399.251 eV. Number 3: total energy -14477.251 eV.